(1)
Density functional theory data (wB97M-V/def2-TZVPD) for C32H57O5Si4Yb as an isolated structure in a non-equilibrium geometry.

Output
Spin multiplicity: 2
Charge: -2
Orbital gap (alpha / beta), eV: 2.1 / 2.2
Total energy, eV: -107385.89453
HOMO level (alpha / beta), eV: 1.84 / 1.78
⟨S²⟩: 0.752

```
99
Properties=species:S:1:pos:R:3:forces:R:3:lowdin_spin:R:1
C -5.751114 -0.750012 -2.289300 -1.59 -0.34 0.06 0.000
C -5.080316 0.600307 -1.954489 0.47 0.41 -0.15 0.000
C -4.653641 -1.769715 -2.663568 0.02 0.45 -0.17 0.000
C -3.481042 -0.887253 -3.131256 0.43 0.44 0.31 -0.001
H -5.018166 -2.434642 -3.451609 0.19 0.03 0.24 0.000
H -4.364728 -2.349256 -1.775776 -0.05 0.08 -0.24 0.000
C -3.574719 0.352654 -2.132422 -0.13 -0.49 0.68 0.000
H -5.346385 0.923166 -0.933831 0.10 -0.04 -0.28 0.000
H -5.402754 1.377059 -2.670489 -0.09 -0.24 0.26 0.000
C -2.979402 -0.060063 -0.753920 -0.07 0.72 -0.25 0.001
H -3.030070 1.228723 -2.546909 -0.26 -0.48 0.38 0.000
H -3.739565 -0.484409 -4.124379 -0.26 0.07 0.03 0.000
C -2.187753 -1.559923 -3.240164 -0.44 -0.04 -0.26 -0.006
C -6.532454 -1.364953 -1.135492 0.66 1.31 0.74 0.000
C -6.706339 -0.537295 -3.485153 1.21 -1.38 -0.24 0.000
O -6.442000 -1.016255 -4.570423 -1.11 1.04 0.81 0.000
O -6.383944 -1.076540 0.040297 -0.24 -0.48 -0.85 0.001
O -7.410945 -2.292671 -1.548871 -0.13 -0.35 0.17 0.000
O -7.840831 0.173141 -3.306201 -0.29 0.47 -0.06 0.000
C -8.285635 0.801008 -2.070445 0.45 -0.41 -0.60 0.001
H -7.474744 1.260449 -1.484255 -0.23 -0.32 -0.29 0.000
H -8.836435 0.061267 -1.477271 0.17 0.19 -0.02 0.000
H -8.968285 1.571916 -2.430905 0.04 -0.04 0.24 0.000
C -8.056556 -2.985723 -0.476333 0.06 0.06 -0.07 0.000
H -7.309551 -3.484780 0.150004 -0.20 0.08 -0.08 0.000
H -8.715710 -3.708362 -0.953690 0.02 0.02 0.07 0.000
H -8.623389 -2.277749 0.136153 0.06 -0.17 -0.02 0.000
O -1.614875 -0.084447 -0.777002 1.49 -0.03 0.15 0.017
H -3.406481 -1.042078 -0.447173 0.10 0.29 -0.09 0.000
H -3.306513 0.670809 0.031832 -0.16 -0.24 -0.38 0.000
C -1.281208 -1.131907 -4.313525 -0.43 -0.26 0.28 -0.001
C -1.826323 -2.704271 -2.389048 0.09 0.33 -0.29 -0.001
H -2.477939 -3.579784 -2.543449 0.06 -0.54 0.20 -0.001
H -1.850323 -2.447093 -1.319750 0.11 -0.28 0.43 0.000
H -0.796169 -3.010304 -2.622803 -0.10 -0.12 0.12 0.000
H -0.235355 -1.200903 -3.983404 0.42 0.19 -0.13 0.001
H -1.497843 -0.100772 -4.624381 0.21 0.00 -0.13 0.000
H -1.388670 -1.785369 -5.195203 0.48 0.01 -0.78 -0.001
Yb 0.143184 0.349988 0.215833 -1.76 0.52 0.97 0.978
C 1.380793 2.549401 -0.174528 0.09 0.39 0.15 -0.001
C 0.410892 2.514446 -1.211818 0.01 0.32 0.21 0.000
C -0.855118 2.761652 -0.611715 0.16 0.42 0.07 0.002
H 0.625054 2.386120 -2.274271 -0.18 -0.01 0.36 0.000
C -0.665488 2.939021 0.779746 0.00 -0.12 -0.40 0.000
C 0.710784 2.772774 1.064795 0.29 0.34 -0.63 0.001
H 1.176789 2.872571 2.038891 -0.14 -0.26 -0.27 0.000
H 2.456532 2.488883 -0.310906 -0.59 -0.32 0.04 0.000
H -1.795448 2.893418 -1.140566 0.19 -0.37 0.15 0.000
H -1.431216 3.207491 1.509323 0.17 -0.33 -0.29 0.000
C 0.255180 -1.467454 2.022696 -0.37 0.27 0.36 -0.001
C 0.541673 -0.265978 2.746880 0.12 -0.14 0.37 -0.001
C -0.653671 0.477928 2.884021 0.10 -0.88 -0.05 0.001
H 1.496400 -0.017147 3.207803 -0.51 0.01 -0.57 0.000
C -1.695774 -0.269722 2.276386 0.20 -0.13 -0.06 0.001
C -1.135384 -1.459874 1.740340 -0.07 -0.12 0.50 0.004
H -1.686471 -2.273434 1.266919 0.19 0.44 -0.10 0.000
H 0.961675 -2.256030 1.772346 -0.22 0.22 0.02 0.000
H -0.765021 1.408584 3.432503 0.06 -0.12 -0.24 0.000
H -2.752002 0.001392 2.276830 0.38 -0.04 -0.26 0.000
C 3.863184 -2.382683 -0.735476 0.15 -0.15 -0.43 0.001
Si 4.424020 -0.577257 -0.621345 -0.14 0.97 1.85 0.000
C 6.308194 -0.456295 -0.453574 0.42 -0.55 -1.04 0.000
C 3.847150 0.389886 -2.145536 0.17 -0.26 -0.37 0.001
Si 3.684535 0.399001 1.360628 -1.58 -0.19 -0.70 0.000
Si 4.180552 -0.875772 3.236613 -0.18 1.03 -1.39 0.000
C 6.047763 -1.103638 3.313007 0.30 -0.45 0.79 0.000
C 3.603696 0.127380 4.742023 0.21 -0.34 0.55 0.000
C 3.376630 -2.584622 3.273328 0.03 -0.27 0.41 0.000
Si 4.561709 2.547353 1.649999 -0.50 -1.51 -0.32 0.000
C 6.317887 2.310426 2.280390 0.45 0.83 0.11 0.000
C 4.662584 3.552199 0.041430 0.20 0.49 0.12 0.000
C 3.655091 3.605633 2.929340 0.14 0.51 0.10 0.000
H 4.326609 -2.831882 -1.629339 -0.17 -0.07 0.16 0.000
H 2.770012 -2.474940 -0.844287 0.35 0.12 0.03 0.000
H 4.164884 -2.984555 0.132998 -0.01 0.26 -0.14 0.000
H 6.738498 -0.921087 -1.353683 0.46 0.06 0.05 0.000
H 6.663353 0.582876 -0.404729 -0.26 -0.21 -0.03 0.000
H 6.700746 -0.987859 0.424268 -0.29 0.13 -0.20 0.000
H 2.756894 0.338990 -2.299258 0.33 -0.05 0.11 0.000
H 4.130023 1.451452 -2.119589 -0.04 -0.26 0.13 0.000
H 4.326980 -0.057723 -3.031402 -0.17 0.16 0.02 0.000
H 6.615048 -0.166129 3.288585 -0.27 -0.21 -0.05 0.000
H 6.262829 -1.600844 4.270386 0.35 -0.09 -0.04 0.000
H 6.415801 -1.746345 2.502375 -0.18 0.11 0.16 0.000
H 2.514254 0.228571 4.816799 0.26 -0.08 -0.09 0.000
H 3.935142 -0.421869 5.636776 -0.06 0.20 0.08 0.000
H 4.031324 1.138045 4.787411 0.04 -0.28 -0.12 0.000
H 2.280859 -2.554482 3.333682 0.33 0.15 -0.02 0.000
H 3.649520 -3.200048 2.405270 -0.01 0.21 0.14 0.000
H 3.731058 -3.107985 4.175450 -0.04 -0.04 -0.13 0.000
H 6.925982 1.661246 1.637909 -0.24 0.12 0.14 0.000
H 6.762587 3.317121 2.282532 0.34 -0.10 0.15 0.000
H 6.347313 1.926736 3.308643 -0.08 0.08 -0.23 0.000
H 3.693281 3.889346 -0.347102 0.27 -0.13 0.19 0.000
H 5.224599 4.465343 0.291862 0.06 -0.07 -0.19 0.000
H 5.191218 3.029678 -0.767326 -0.05 0.06 0.25 0.000
H 2.709529 4.018860 2.554702 0.28 -0.17 0.02 0.000
H 3.449639 3.081355 3.872692 0.07 0.04 -0.28 0.000
H 4.303827 4.466516 3.156640 -0.10 -0.06 0.10 0.000
```
Forces are in eV/Å.

***

(2)
Density functional theory data (wB97M-V/def2-TZVPD) for a 3-piece molecular cluster, C32H58B2F6N3O9S3 overall in a non-equilibrium geometry.

Output
Charge: +1
Orbital gap, eV: 6.6
Total energy, eV: -107169.29882
HOMO level, eV: -10.86

```
113
Properties=species:S:1:pos:R:3:forces:R:3:lowdin_charge:R:1
C 2.994077 2.466371 6.027430 -0.27 0.13 -0.25 -0.181
C 3.129180 1.709440 4.555846 1.55 -0.42 1.35 -0.487
S 1.598646 2.065070 3.469970 0.75 -0.87 0.22 0.819
C 0.796329 0.397690 3.188931 -1.11 -1.57 1.61 -0.404
C 0.115852 0.160197 1.716625 0.36 1.73 2.21 -0.242
C -1.170784 1.214792 1.690431 0.22 0.82 -0.18 -0.133
C -1.823282 1.473325 0.208154 -0.44 0.77 -0.33 -0.229
C -3.431570 1.183825 0.089222 0.64 -0.37 -2.37 -0.481
S -4.471723 1.830619 1.504327 -0.18 -2.21 -0.15 0.800
C -5.157730 0.267249 2.363163 0.66 -1.36 1.22 -0.868
S -4.463120 -0.055571 3.919180 -1.54 0.68 -2.86 0.624
N -6.239937 -0.594375 1.753005 1.49 0.69 1.31 -0.220
C -7.293251 -1.019911 2.750646 -1.95 -0.52 0.62 -0.293
C -8.263901 0.182170 3.298088 -0.23 -0.88 0.48 -0.108
C -5.699879 -1.827419 1.064689 -0.07 -1.79 -0.55 -0.234
C -5.082694 -2.971967 2.062799 -0.02 -1.29 -0.54 -0.126
C 1.367606 0.413218 0.668090 -0.98 -2.15 -1.86 -0.242
C 1.521546 1.853534 -0.090856 -0.41 1.21 -1.11 -0.198
N 2.822469 2.586854 0.095583 -0.61 -0.92 -0.22 -0.027
C 2.887474 -0.036919 1.004912 1.68 -0.55 0.27 -0.101
C 3.161695 -1.561159 1.497402 1.40 -1.01 -0.89 -0.155
O 3.823237 -1.589058 2.845822 -1.72 -2.80 -0.17 -0.128
C 3.536216 -2.903201 3.477303 -4.13 1.06 4.59 -0.235
O 2.670073 -2.857863 4.527042 5.88 -0.49 -7.01 -0.012
C 4.257638 -4.274085 2.925958 0.16 0.02 0.61 -0.129
C 3.515471 -5.607311 3.565190 -0.04 -0.25 -0.09 -0.118
C 0.912849 -0.793524 -0.400532 -1.91 -0.60 2.47 0.167
N -0.029853 -1.671029 0.151722 3.72 2.51 -3.04 0.142
B -0.379973 -2.770663 -0.846641 -2.28 -2.67 -2.08 -0.329
O -1.504961 -2.641851 -1.839299 1.29 -0.78 3.89 0.033
C 0.451141 -4.207207 -0.916626 0.52 -0.63 0.27 -0.130
C 2.081441 -4.045907 -0.819009 0.78 -0.96 -0.39 -0.123
C -0.540704 -1.365314 1.540627 -0.47 1.53 -0.51 -0.201
O -2.020232 -1.466626 1.302066 1.08 0.74 1.20 -0.034
B -0.417175 -2.454788 2.759830 0.60 -1.47 2.99 -0.286
C 0.202955 -4.005728 2.601762 -1.04 0.32 -0.20 -0.022
O -0.917065 -2.147844 4.147456 -0.50 1.13 -4.63 0.045
H 4.035035 2.731807 6.509661 -1.96 -0.68 -1.21 0.085
H 2.403878 1.819158 6.811336 1.02 1.32 -1.73 0.085
H 2.433089 3.474293 5.820116 1.02 -1.93 0.64 0.068
H 4.119613 2.137002 4.071942 -2.26 -0.78 0.56 0.086
H 3.319610 0.546040 4.691490 -0.67 2.41 -0.40 0.091
H -0.094302 0.321286 3.980461 2.05 0.09 -1.61 0.107
H 1.605602 -0.398796 3.499088 -1.66 1.31 -0.78 0.095
H -0.875769 2.305287 2.078627 -0.21 -2.62 -0.65 0.128
H -1.956854 0.834117 2.505009 1.56 0.76 -1.97 0.091
H -1.307575 0.864796 -0.667162 -1.02 1.06 1.90 0.120
H -1.673589 2.619755 -0.090592 -0.21 -2.50 0.79 0.123
H -3.799363 1.766367 -0.886200 0.73 -1.30 2.16 0.098
H -3.566132 0.045930 -0.155753 -0.02 2.24 0.85 0.073
H -6.892894 -1.601442 3.683559 -0.43 1.17 -1.77 0.098
H -8.005467 -1.783743 2.173016 1.66 1.66 1.10 0.141
H -8.841166 0.719971 2.432853 1.42 -0.85 1.68 0.089
H -9.093491 -0.340717 3.978733 1.85 1.09 -1.48 0.096
H -7.669213 0.894006 4.012005 -1.17 -1.11 -1.61 0.074
H -4.910737 -1.626086 0.224577 -1.49 0.10 1.72 0.108
H -6.632293 -2.334026 0.517673 2.02 1.23 1.18 0.140
H -5.885790 -3.433066 2.814097 1.84 1.29 -1.60 0.095
H -4.111551 -2.662803 2.638289 -2.04 -0.47 -0.99 0.039
H -4.771592 -3.887730 1.363338 -0.62 1.97 1.42 0.092
H 1.406183 1.632121 -1.258333 0.29 0.62 2.46 0.138
H 0.676553 2.649845 0.185478 1.65 -2.23 -0.40 0.132
H 3.605455 2.210524 -0.481067 -1.03 0.42 0.93 0.079
H 3.083039 2.742212 1.091831 -0.40 -0.32 -1.22 0.049
H 3.507530 0.074544 -0.011865 -1.57 -0.21 2.18 0.144
H 3.467620 0.668607 1.774537 -1.72 -1.49 -1.63 0.135
H 3.980245 -2.057896 0.781506 -1.92 1.15 1.26 0.146
H 2.261733 -2.296579 1.490024 1.28 1.57 0.12 0.100
H 5.399116 -4.210420 3.258092 -2.50 -0.01 -0.57 0.143
H 4.284149 -4.357053 1.744341 -0.22 0.52 2.49 0.110
H 3.063288 -5.436990 4.633175 1.01 0.02 -2.17 0.090
H 4.275749 -6.508948 3.666258 -1.55 1.98 -0.46 0.094
H 2.629933 -5.916187 2.852211 1.83 0.53 1.45 0.074
H 1.347719 -0.927756 -1.495829 -1.07 0.03 2.33 0.189
H -2.203881 -3.310957 -1.519479 1.45 1.27 -1.02 0.138
H 0.222598 -4.801537 -1.914177 0.24 1.51 2.05 0.127
H 0.111646 -4.937286 -0.035142 0.60 1.66 -1.82 0.117
H 2.542223 -4.320330 0.228715 -1.13 0.59 -1.97 0.056
H 2.490989 -2.984581 -1.099488 -0.83 -2.00 0.38 0.062
H 2.537354 -4.841836 -1.583101 -0.83 1.97 1.68 0.111
H -2.521551 -1.255041 2.144996 0.74 -0.20 -1.22 0.060
H 0.474628 -4.421576 3.661381 -0.29 0.79 -2.18 0.096
H 1.053119 -4.081165 1.802736 -1.46 0.00 1.74 0.037
H -0.705943 -4.650777 2.188273 1.78 1.16 0.83 0.103
H -1.538859 -1.341634 4.090928 1.47 -1.56 0.52 0.089
C 4.228002 2.851291 -5.910914 0.31 -0.23 0.12 -0.047
C 2.805585 2.350577 -5.738316 0.13 0.95 -0.23 -0.215
O 2.771845 0.915243 -5.741819 0.29 -1.91 1.91 0.027
C 3.082103 0.300805 -4.555134 0.07 3.35 -0.12 -0.326
O 3.380963 0.907084 -3.529912 -0.68 -1.89 -1.65 0.116
C 2.959516 -1.215992 -4.685739 0.20 -2.57 -0.78 -0.473
F 3.530770 -1.694870 -5.828607 -0.49 0.89 1.14 0.153
F 1.658734 -1.625383 -4.711887 0.80 0.76 0.22 0.139
F 3.549517 -1.889582 -3.658496 -0.48 1.04 -0.56 0.127
H 4.680397 2.422129 -6.810721 -0.16 0.13 0.04 0.091
H 4.247859 3.941831 -5.989538 -0.04 -0.21 0.00 0.078
H 4.857009 2.553454 -5.065692 -0.14 0.14 -0.05 0.080
H 2.195921 2.684204 -6.584041 0.25 -0.73 0.34 0.111
H 2.342907 2.751182 -4.829512 0.14 -0.31 -0.06 0.121
C -2.965652 5.658372 -6.174979 0.14 0.10 -0.34 -0.061
C -2.014375 5.498139 -5.003155 -0.87 0.25 0.14 -0.213
O -0.712961 5.099851 -5.460344 1.73 0.86 -0.55 0.004
C 0.099073 6.104862 -5.921396 -2.84 1.78 0.90 -0.319
O -0.232523 7.286560 -5.961451 1.37 -2.86 -0.12 0.156
C 1.463607 5.551494 -6.327095 2.26 -0.33 -1.04 -0.456
F 1.370671 4.407647 -7.065186 -0.54 1.25 0.44 0.121
F 2.234546 5.242799 -5.245116 -0.95 0.40 -0.49 0.139
F 2.192678 6.425523 -7.076484 -1.20 -0.70 0.93 0.154
H -2.992736 4.743961 -6.776322 -0.06 0.05 0.19 0.084
H -3.977067 5.882743 -5.824907 0.15 -0.04 0.00 0.086
H -2.641814 6.466306 -6.839155 -0.08 -0.04 0.21 0.081
H -2.376679 4.702026 -4.344984 0.39 -0.03 -0.16 0.123
H -1.955641 6.411993 -4.401574 0.20 -0.10 -0.25 0.128
```
Forces are in eV/Å.

***

Look up the charge of the second one.
+1

***

The lowest total energy belongs to which entry?
C32H57O5Si4Yb

***

What is the total energy in the second record?
-107169.29882 eV

***

Number 2 is which compound?
C32H58B2F6N3O9S3